w.
The following is a quantum chemistry calculation of a single C6H7Cl molecule, from the Open Molecules 2025 dataset.

```
14
C6H7Cl | the Open Molecules 2025 dataset | ωB97M-V with the def2-TZVPD basis set
C 3.38 -0.59 0.04
C 2.12 0.11 -0.11
C 0.92 -0.55 0.06
C -0.39 -0.15 0.00
Cl -0.77 1.57 0.04
C -1.46 -1.12 -0.17
C -2.83 -1.07 0.06
H 3.42 -1.65 0.70
H 4.31 0.09 -0.36
H 2.14 1.13 -0.49
H 1.07 -1.64 0.46
H -1.23 -2.12 -0.32
H -3.32 -2.16 -0.19
H -3.66 -0.24 0.26
```

* gap between HOMO and LUMO: 7.474 eV
* lowest unoccupied orbital energy: -0.5 eV
* SMILES: C=C/C=C(\Cl)C=C

Atomic partial charges in e from the Mulliken method, atoms 1 to 8: -0.66, -0.04, -0.19, 0.55, -0.21, -0.30, -0.64, 0.20

---

x.
The following is a quantum chemistry calculation of a single C6H7Cl molecule, from the Open Molecules 2025 dataset.

```
14
C6H7Cl | the Open Molecules 2025 dataset | ωB97M-V with the def2-TZVPD basis set
C 0.46 0.01 1.96
C 0.54 0.09 0.61
C 0.83 1.49 0.06
C 0.07 -1.01 -0.37
C -1.02 -0.78 -1.28
C -1.92 -1.00 -2.02
Cl -3.21 -0.87 -3.05
H 0.10 -0.89 2.52
H 0.76 0.77 2.70
H -0.05 1.88 -0.38
H 1.61 1.36 -0.71
H 1.20 2.12 0.85
H -0.16 -1.93 0.19
H 0.80 -1.24 -1.08
```

* gap between HOMO and LUMO: 10.234 eV
* lowest unoccupied orbital energy: 0.7 eV
* SMILES: C=C(C)CC#CCl

Atomic partial charges in e from the Mulliken method, atoms 1 to 8: -0.96, 0.83, -1.16, -0.75, -0.78, 0.94, -0.17, 0.22

---

y.
The following is a quantum chemistry calculation of a single C6H7Cl molecule, from the Open Molecules 2025 dataset.

```
14
C6H7Cl | the Open Molecules 2025 dataset | ωB97M-V with the def2-TZVPD basis set
Cl -2.90 -0.19 0.31
C -1.35 0.00 -0.30
C -0.49 -1.28 -0.28
C 0.75 -1.04 0.52
C 0.89 0.22 0.95
C -0.18 1.17 0.59
C -0.70 1.35 -0.80
H -0.29 -1.53 -1.23
H -1.11 -2.24 0.02
H 1.41 -1.90 0.67
H 1.71 0.49 1.54
H -0.48 1.97 1.32
H -1.29 2.19 -0.99
H 0.02 1.24 -1.68
```

* gap between HOMO and LUMO: 8.972 eV
* lowest unoccupied orbital energy: 1.1 eV
* SMILES: Cl[C@@]12CC=C[C@H]1C2

Atomic partial charges in e from the Mulliken method, atoms 1 to 8: -0.20, 0.36, -0.91, -0.36, -0.44, -0.31, -0.58, 0.36

---

Q: Which of them is the least stable? A: w.

---

w.
The following is a quantum chemistry calculation of 2 unconnected molecules or ions with the total composition C3H10NOS, from the Open Molecules 2025 dataset.

```
16
C3H10NOS | the Open Molecules 2025 dataset | ωB97M-V with the def2-TZVPD basis set
C 1.72 0.14 -1.19
S 1.91 1.87 -0.73
C 0.36 2.27 0.10
H 2.67 -0.26 -1.55
H 1.33 -0.54 -0.44
H 1.03 0.04 -2.04
H -0.40 2.12 -0.67
H 0.46 3.36 0.19
H 0.03 1.77 1.02
N -2.16 -1.27 0.89
C -0.69 -1.48 0.80
O -0.34 -1.71 -0.51
H -2.57 -1.99 1.48
H -2.63 -1.47 0.01
H -0.48 -2.30 1.50
H -0.22 -0.56 1.14
```

* 2S+1: 2
* gap between HOMO and LUMO (spin up / spin down): 9.272 / 6.211 eV
* lowest unoccupied orbital energy (spin up / spin down): 0.9 / -2.1 eV

Atomic partial charges in e from the Mulliken method, atoms 1 to 8: -0.59, -0.08, -0.80, 0.34, 0.03, 0.28, 0.27, 0.30

---

x.
The following is a quantum chemistry calculation of 2 unconnected molecules or ions with the total composition C3H10NOS, from the Open Molecules 2025 dataset.

```
16
C3H10NOS | the Open Molecules 2025 dataset | ωB97M-V with the def2-TZVPD basis set
C 0.08 0.76 0.75
C -1.44 0.12 0.68
S -1.39 -1.29 -0.58
C 1.15 -0.07 1.32
N 2.16 -0.47 0.29
H 0.41 1.16 -0.23
H -0.02 1.63 1.39
H -1.58 -0.35 1.72
H -2.17 0.92 0.68
H 1.63 0.25 2.27
H 0.76 -1.04 1.62
H 1.60 -0.57 -0.60
H 2.37 -1.46 0.52
H -1.15 -0.19 -2.67
H -1.39 0.69 -3.51
O -1.02 -0.11 -3.66
```

* 2S+1: 2
* gap between HOMO and LUMO (spin up / spin down): 10.250 / 6.963 eV
* lowest unoccupied orbital energy (spin up / spin down): 0.7 / -2.6 eV

Atomic partial charges in e from the Mulliken method, atoms 1 to 8: -0.90, -0.61, -0.10, -0.28, -0.71, 0.46, 0.31, 0.34

---

Q: Which of them is the least stable? A: w.

---

w.
The following is a quantum chemistry calculation of a single C4H6BrNO molecule, from the Open Molecules 2025 dataset.

```
13
C4H6BrNO | the Open Molecules 2025 dataset | ωB97M-V with the def2-TZVPD basis set
C 1.39 -1.42 -0.42
O 0.33 -0.80 0.35
C -0.18 0.44 -0.14
C 0.66 1.49 0.29
N 1.36 2.34 0.57
C -1.69 0.66 0.49
Br -2.58 -1.00 0.26
H 1.68 -2.17 0.26
H 2.06 -0.69 -0.61
H 1.02 -1.84 -1.33
H -0.24 0.52 -1.32
H -2.28 1.48 0.02
H -1.55 1.00 1.59
```

* gap between HOMO and LUMO: 11.057 eV
* lowest unoccupied orbital energy: 0.7 eV
* SMILES: CO[C@H](C#N)CBr

Atomic partial charges in e from the Mulliken method, atoms 1 to 8: -0.79, -0.30, 0.18, 0.21, -0.42, -0.65, -0.14, 0.25

---

x.
The following is a quantum chemistry calculation of 2 unconnected molecules or ions with the total composition C4H6BrNO, from the Open Molecules 2025 dataset.

```
13
C4H6BrNO | the Open Molecules 2025 dataset | ωB97M-V with the def2-TZVPD basis set
N -3.35 0.62 -1.16
C -2.34 0.67 -1.80
C -1.11 0.74 -2.36
Br -1.09 -0.17 -4.03
H -3.55 0.33 -0.23
H -0.71 1.75 -2.43
C 1.42 -0.19 0.79
C 0.30 -0.91 0.05
O -0.06 -1.01 -1.10
H 2.07 0.13 0.03
H 1.07 0.60 1.31
H 1.96 -0.84 1.53
H -0.36 -1.42 0.80
```

* gap between HOMO and LUMO: 8.809 eV
* lowest unoccupied orbital energy: 0.7 eV
* SMILES: N=C=CBr.CC=O

Atomic partial charges in e from the Mulliken method, atoms 1 to 8: -0.44, 0.33, -0.40, -0.15, 0.28, 0.34, -1.10, 0.26

---

Q: Which of them is the least stable? A: x.

---

w.
The following is a quantum chemistry calculation of 2 unconnected molecules or ions with the total composition C3H12NOS, from the Open Molecules 2025 dataset.

```
18
C3H12NOS | the Open Molecules 2025 dataset | ωB97M-V with the def2-TZVPD basis set
C -0.42 -1.86 0.72
C -0.92 -0.46 0.31
C -0.03 0.74 0.51
S -0.96 2.22 1.11
N -1.23 -0.44 -1.25
H 0.26 -1.63 1.54
H 0.01 -2.46 -0.12
H -1.08 -2.41 1.24
H -1.95 -0.32 0.71
H 0.81 0.54 1.26
H 0.43 0.84 -0.54
H -0.38 3.11 0.35
H -1.84 0.30 -1.50
H -0.32 -0.21 -1.63
H -1.52 -1.36 -1.57
H 3.71 0.79 -0.26
H 2.62 1.75 -0.33
O 2.81 0.85 -0.55
```

* total charge: +1
* gap between HOMO and LUMO: 9.851 eV
* lowest unoccupied orbital energy: -3.4 eV

Atomic partial charges in e from the Mulliken method, atoms 1 to 8: -1.36, 0.26, -0.65, -0.18, -0.43, 0.34, 0.39, 0.39

---

x.
The following is a quantum chemistry calculation of 2 unconnected molecules or ions with the total composition C3H12NOS, from the Open Molecules 2025 dataset.

```
18
C3H12NOS | the Open Molecules 2025 dataset | ωB97M-V with the def2-TZVPD basis set
C -1.48 -1.26 -0.09
C -0.35 -0.33 0.33
C -0.49 1.12 -0.09
S 0.95 2.10 0.54
N -0.29 -0.36 1.87
H -1.75 -1.01 -1.11
H -2.37 -1.08 0.51
H -1.26 -2.32 -0.07
H 0.64 -0.67 0.03
H -0.44 1.17 -1.17
H -1.46 1.51 0.23
H 1.05 2.69 -0.64
H -0.92 0.31 2.31
H -0.48 -1.32 2.15
H 0.62 -0.07 2.24
H 2.80 0.63 -2.41
H 2.67 -0.90 -2.65
O 2.58 -0.20 -1.98
```

* total charge: +1
* gap between HOMO and LUMO: 9.812 eV
* lowest unoccupied orbital energy: -3.5 eV

Atomic partial charges in e from the Mulliken method, atoms 1 to 8: -1.40, 0.26, -0.93, -0.17, -0.34, 0.38, 0.41, 0.40

---

Q: Which of them is the least stable? A: w.